DFT (wB97M-V/def2-TZVPD) results for a structure of composition C34H45Br4CaN2O7PS2.

Last column: Mulliken charge in e.
Geometry (Å):
Ca  1.1330  -0.1156  0.7968  1.831
Br  6.2524  -3.9732  4.6237  -0.248
C  4.7388  -2.9072  4.2138  0.240
C  3.6762  -2.8502  5.0855  -0.106
Br  3.7271  -3.8146  6.7168  -0.260
C  2.5732  -2.0499  4.7573  0.189
Br  1.1611  -1.8633  6.0403  -0.180
C  2.4628  -1.3556  3.5612  -0.171
O  1.4841  -0.5794  3.2490  -0.283
C  3.5639  -1.4601  2.6048  -0.404
O  3.4669  -0.8757  1.4869  -0.664
C  4.6886  -2.1835  3.0244  0.117
Br  6.2305  -2.1612  1.9013  -0.206
S  -0.6496  0.6117  -4.9486  -0.456
C  0.1356  0.6378  -3.3661  -0.088
N  -0.0482  -0.3802  -2.6466  1.024
C  -0.8425  -1.3085  -3.2405  -0.630
C  -1.2296  -2.5271  -2.6940  -0.422
C  -2.0103  -3.3772  -3.4499  -0.733
C  -2.4043  -3.0353  -4.7429  -0.428
C  -2.0423  -1.8241  -5.3014  -0.473
C  -1.2718  -0.9587  -4.5435  0.619
H  0.7365  1.4732  -3.0830  -0.143
H  -0.9169  -2.7632  -1.6878  0.533
H  -2.3239  -4.3263  -3.0365  0.382
H  -3.0083  -3.7236  -5.3205  0.363
H  -2.3435  -1.5573  -6.3040  0.383
C  3.1565  -3.7616  -1.0378  -1.009
N  3.6027  -2.6866  -1.8975  -0.043
C  4.7422  -2.0213  -1.2838  -0.707
C  2.4746  -1.7748  -2.1528  -0.802
C  2.8188  -0.3098  -2.1961  0.793
C  3.4917  0.1800  -3.3123  -0.204
C  3.8024  1.5236  -3.4160  -0.880
C  3.4485  2.3659  -2.3770  -0.279
C  2.7932  1.8570  -1.2620  -1.000
C  2.4302  0.5136  -1.1239  0.413
H  3.9662  -4.4832  -0.9217  0.355
H  2.2947  -4.2663  -1.4805  0.342
H  2.8646  -3.3915  -0.0383  0.210
H  5.5144  -2.7650  -1.0844  0.425
H  4.4590  -1.5264  -0.3491  0.064
H  5.1471  -1.2772  -1.9673  0.273
H  1.7133  -1.8725  -1.3578  -0.201
H  2.0335  -2.0912  -3.1123  0.203
H  3.7871  -0.5012  -4.1048  0.471
H  4.3148  1.9042  -4.2935  0.358
H  3.6788  3.4257  -2.4442  0.339
H  2.5450  2.5520  -0.4634  0.195
C  0.0051  4.1041  -2.5384  -1.848
C  -0.9847  3.8319  -1.3978  2.058
C  -2.2826  4.6108  -1.6629  -1.697
C  -0.3741  4.2896  -0.0760  -1.501
O  -1.2883  2.4500  -1.4235  -0.188
P  -1.4023  1.4355  -0.1374  2.148
O  -0.1932  1.5716  0.7223  -1.927
O  -1.8166  0.1281  -0.6737  -1.066
O  -2.6348  2.1531  0.7238  -0.278
C  -3.9910  1.7627  0.6271  1.864
C  -4.4860  1.7081  -0.8205  -1.435
C  -4.1977  0.3816  1.2534  -1.588
C  -4.7902  2.8132  1.4171  -1.904
H  0.1926  5.1743  -2.6252  0.511
H  -0.3990  3.7370  -3.4799  0.270
H  0.9424  3.5915  -2.3361  0.272
H  -2.0814  5.6782  -1.7399  0.454
H  -2.9703  4.4373  -0.8408  0.165
H  -2.7357  4.2646  -2.5904  0.326
H  -0.1479  5.3554  -0.1125  0.509
H  0.5337  3.7258  0.1201  0.088
H  -1.0695  4.0868  0.7325  0.210
H  -3.8739  0.9994  -1.3692  0.168
H  -4.4069  2.6773  -1.3044  0.244
H  -5.5285  1.3908  -0.8332  0.553
H  -3.5265  -0.3102  0.7539  0.191
H  -5.2272  0.0499  1.1304  0.521
H  -3.9682  0.4130  2.3141  0.372
H  -4.7175  3.7881  0.9377  0.382
H  -4.3866  2.8942  2.4237  0.371
H  -5.8355  2.5140  1.4707  0.380
C  -2.3619  -3.5689  3.7397  -1.295
C  -2.3874  -2.0690  3.5206  -0.052
S  -0.6174  -1.4412  3.2378  0.683
O  -0.4320  -1.7301  1.8007  -0.772
C  -1.1365  0.3208  3.3861  1.762
C  -0.5216  0.9934  4.5964  -1.686
H  -3.3685  -3.9704  3.8815  0.448
H  -1.7722  -3.8026  4.6261  0.284
H  -1.8991  -4.0483  2.8783  0.234
H  -2.7848  -1.5660  4.4009  0.441
H  -2.9754  -1.8083  2.6463  -0.073
H  -2.2222  0.3632  3.4414  0.245
H  -0.8051  0.7889  2.4661  -1.014
H  -0.8076  0.4734  5.5109  0.348
H  -0.8478  2.0331  4.6691  0.415
H  0.5631  0.9787  4.5130  0.297

Cartesian forces, eV/Å:
1.4 -1.7 1.1
0.1 -0.1 0.1
0.0 -0.1 0.4
0.3 -0.2 0.2
-0.1 -0.1 0.1
-0.4 0.0 0.2
0.2 0.1 0.1
0.5 -0.1 0.1
0.1 0.9 -0.6
0.1 -0.2 0.3
-0.6 0.4 -0.5
0.4 -0.1 -0.3
-0.2 0.1 -0.1
0.0 -0.1 0.2
-0.2 0.2 -0.8
0.4 -0.2 1.0
-0.6 -0.2 -1.0
0.0 0.1 0.1
0.0 -0.1 0.1
-0.1 0.0 -0.2
-0.1 0.0 -0.1
0.2 0.0 0.3
0.3 0.4 0.1
0.0 -0.1 0.1
0.0 0.0 0.0
0.0 0.0 0.0
-0.1 0.0 -0.1
0.0 0.0 0.0
0.0 0.0 -0.1
0.0 0.1 0.1
-0.1 -0.1 -0.1
0.2 0.2 -0.2
-0.1 -0.3 0.0
0.1 0.1 -0.2
0.1 0.4 0.0
0.0 0.0 -0.1
0.2 0.1 -0.4
0.0 -0.1 0.1
0.0 0.0 0.0
0.0 -0.1 0.0
0.0 0.0 0.0
0.2 0.0 0.0
0.1 0.0 0.0
0.1 -0.2 -0.2
-0.2 0.1 0.3
0.0 -0.1 -0.1
0.0 0.0 0.0
0.0 0.0 0.0
0.0 0.2 0.1
-0.2 -0.2 0.3
0.1 1.1 -0.2
0.3 -0.3 0.1
0.0 -0.2 -0.1
0.0 -0.9 0.5
-1.7 1.2 -1.0
-0.2 0.8 0.2
0.0 -0.1 0.3
1.2 -0.2 -0.2
-1.1 -0.2 0.0
0.2 0.1 0.1
0.2 0.2 -0.1
0.4 -0.3 -0.2
0.0 0.1 0.0
-0.1 0.0 -0.1
0.1 0.0 0.0
0.0 0.1 0.0
-0.2 0.0 0.1
-0.1 0.0 -0.1
0.0 0.1 -0.1
0.1 0.1 0.0
0.0 0.1 0.2
0.0 -0.1 -0.2
0.0 0.2 0.0
-0.1 0.0 0.0
0.0 -0.2 0.0
-0.1 0.0 0.0
0.0 0.0 0.1
0.0 0.1 -0.1
0.0 0.0 0.1
-0.1 0.0 0.0
0.1 0.1 0.0
0.7 -0.1 -0.1
-2.4 -0.3 2.1
0.3 -0.1 -2.0
0.3 -0.3 0.3
0.1 0.1 0.1
0.0 0.0 -0.1
0.1 -0.1 0.0
0.0 -0.2 0.0
0.0 0.2 0.1
-0.1 0.2 -0.1
0.0 -0.1 -0.2
-0.1 0.1 0.1
0.0 0.1 0.1
-0.1 0.0 0.0
-0.1 0.0 0.1

Results
* energy above the lowest of the compared OMol25 structures with the same formula, charge and spin: 2.191 eV
* energy: -382876.3053 eV
* total charge: -2
* HOMO-LUMO gap: 5.35 eV

***

DFT (wB97M-V/def2-TZVPD) results for a structure of composition C34H45BrClF9N4O5SSi2TeTi.

Last column: Mulliken charge in e.
Geometry (Å):
Ti  -1.6159  0.4329  0.7317  -1.157
C  -1.0275  4.6411  -0.2672  -1.991
C  -1.2872  3.3075  0.3559  0.400
N  -1.1866  2.2017  -0.3083  2.063
O  -0.8859  2.3473  -1.6373  -0.852
C  -1.5584  3.1989  1.7683  -0.063
C  -1.7016  4.3660  2.6883  -2.093
N  -1.6395  1.9589  2.1915  2.205
O  -1.8626  1.6673  3.4181  -0.980
H  -1.1239  4.5746  -1.3470  0.486
H  -0.0107  4.9673  -0.0276  0.251
H  -1.7179  5.3868  0.1282  0.377
H  -1.3724  1.5521  -2.1105  0.443
H  -2.5701  4.9815  2.4353  0.372
H  -0.8187  5.0131  2.6738  0.384
H  -1.8384  3.9745  3.6954  0.379
Cl  1.0311  -6.4017  0.3411  -0.315
C  0.5973  -4.7932  0.9050  0.403
C  -0.7378  -4.4346  0.9828  -0.824
C  -1.0679  -3.1580  1.4031  -0.256
C  -0.0949  -2.2080  1.7464  0.581
C  -0.4854  -0.8420  2.1463  -1.763
C  1.2394  -2.6275  1.6813  0.018
C  1.5906  -3.9001  1.2583  -0.840
H  -1.5094  -5.1411  0.7033  0.351
H  -2.1138  -2.8753  1.4547  0.437
H  0.3187  -0.3195  2.6677  0.052
H  -1.3314  -0.8755  2.8505  0.716
H  2.0223  -1.9260  1.9414  0.380
H  2.6307  -4.1897  1.1845  0.356
C  5.3681  -0.3131  -2.9429  -0.882
Si  5.3877  0.0643  -1.1083  0.233
C  7.0394  0.9217  -0.7694  -1.179
C  5.3500  -1.4817  -0.0540  -0.499
C  4.0643  1.2941  -0.6120  -0.678
Te  2.1267  0.6580  0.0915  -0.086
C  1.9739  2.4208  1.3277  0.642
Si  2.7816  2.3460  3.0119  0.534
C  3.1750  4.1127  3.5538  -1.263
C  4.4115  1.4012  2.9905  -0.821
C  1.6306  1.5863  4.2837  -0.844
H  6.2525  -0.8964  -3.2150  0.277
H  5.3890  0.6166  -3.5194  0.294
H  4.4795  -0.8806  -3.2189  0.219
H  7.8785  0.2678  -1.0239  0.301
H  7.1318  1.1928  0.2857  0.291
H  7.1360  1.8363  -1.3609  0.303
H  6.1300  -2.1793  -0.3717  0.388
H  4.3904  -1.9956  -0.1107  -0.085
H  5.5308  -1.2258  0.9938  0.298
H  3.9205  2.0344  -1.4035  0.663
H  4.4710  1.8305  0.2501  0.161
H  0.9027  2.5874  1.4679  -1.373
H  2.3473  3.2531  0.7251  0.663
H  3.7942  4.6221  2.8104  0.320
H  3.7119  4.1224  4.5067  0.325
H  2.2568  4.6925  3.6806  0.287
H  5.2346  2.0069  2.6014  0.228
H  4.3218  0.5037  2.3732  -0.104
H  4.6760  1.0863  4.0036  0.491
H  0.5798  1.6301  3.9826  0.088
H  1.7283  2.1220  5.2327  0.397
H  1.8707  0.5366  4.4686  0.312
F  -4.7430  1.3437  3.2233  -0.271
C  -5.1931  1.6952  2.0166  0.497
F  -6.5227  1.9136  2.1454  -0.311
F  -4.6376  2.8669  1.7004  -0.230
C  -4.8486  0.6107  0.9312  1.198
O  -3.6184  0.7423  0.4487  -0.642
C  -5.8648  0.7716  -0.2490  0.229
F  -5.9622  2.0678  -0.6000  -0.295
F  -7.1119  0.3554  0.0688  -0.302
F  -5.4798  0.0944  -1.3183  -0.064
C  -5.0532  -0.8035  1.5690  0.226
F  -5.2132  -1.7428  0.6322  -0.286
F  -6.1239  -0.8730  2.3873  -0.322
F  -3.9773  -1.1439  2.2918  -0.213
Br  -4.7898  -3.2782  -5.8414  -0.291
C  -3.9751  -3.1861  -4.0975  0.034
C  -3.9475  -4.3634  -3.3386  -1.014
C  -3.3573  -4.2637  -2.0580  -0.486
C  -2.8209  -3.0888  -1.5983  0.115
C  -2.8287  -1.9081  -2.4004  -0.152
C  -3.4581  -1.9920  -3.6868  -1.081
C  -2.1625  -0.7194  -2.0194  0.904
O  -2.0386  0.2556  -2.8241  -0.929
O  -1.5768  -0.6945  -0.8077  0.558
H  -4.3808  -5.2815  -3.7063  0.384
H  -3.3233  -5.1454  -1.4256  0.436
H  -2.3448  -3.0475  -0.6291  0.043
H  -3.4953  -1.1121  -4.3126  0.673
C  0.9168  -0.0211  -3.7665  -0.487
N  0.3138  -1.3279  -3.6037  0.365
C  -0.8633  -1.7355  -4.2168  -0.826
C  -1.1659  -2.9551  -3.7400  -0.952
N  -0.1573  -3.2872  -2.8537  0.154
C  0.7545  -2.2878  -2.7591  -0.402
S  2.1484  -2.3093  -1.8125  -0.257
H  1.3910  0.0617  -4.7463  0.291
H  1.6621  0.1074  -2.9850  -0.028
H  0.1426  0.7366  -3.6457  0.170
H  -1.4207  -1.0793  -4.8601  0.577
H  -2.0348  -3.5708  -3.8899  1.209
H  -0.1534  -4.0592  -2.2083  0.356

Cartesian forces, eV/Å:
-0.7 -1.5 -0.7
-0.1 0.0 0.0
0.3 0.2 0.1
-0.2 0.3 0.0
-0.5 -0.9 -0.9
0.1 0.1 0.0
0.0 0.0 0.0
0.3 0.2 0.4
0.0 0.1 -0.1
0.0 0.0 0.0
0.0 0.0 0.0
0.0 0.0 0.0
0.5 0.5 0.5
0.0 0.0 0.0
0.0 0.0 0.0
0.0 0.0 0.0
0.0 0.0 0.0
0.0 0.0 0.0
0.0 0.0 0.0
0.1 0.1 0.1
-0.1 -0.1 0.0
0.0 0.3 0.1
0.0 0.0 0.0
0.0 0.0 0.1
0.0 0.0 0.0
0.0 0.0 0.0
0.0 0.0 0.0
0.0 0.0 0.0
0.0 0.0 0.0
0.0 0.0 0.0
0.0 0.0 0.1
0.0 0.0 0.0
0.0 0.0 0.0
0.0 0.0 0.0
0.0 0.1 0.0
0.1 -0.1 0.1
0.0 0.1 0.0
0.0 0.0 0.0
0.0 0.0 0.0
0.0 0.0 0.0
0.0 0.0 0.0
0.0 0.0 0.0
0.0 0.0 0.0
-0.1 0.0 0.0
0.0 0.0 0.0
0.0 0.0 0.0
0.0 0.0 0.0
0.0 0.0 0.0
-0.1 0.0 0.0
0.0 0.0 0.0
0.0 0.0 0.0
0.0 0.0 0.0
0.0 0.0 0.0
0.0 0.0 0.0
0.0 0.0 0.0
0.0 0.0 0.0
0.0 0.0 0.0
0.0 0.0 0.0
0.0 0.0 0.0
0.0 0.0 0.0
0.0 0.0 0.0
0.0 0.0 0.0
0.0 0.0 0.0
0.0 0.0 0.0
0.0 0.0 0.0
0.0 0.0 0.0
0.0 0.0 0.0
-0.1 -0.1 -0.1
0.3 0.1 0.5
0.0 0.0 0.1
0.0 0.0 0.0
0.0 0.0 0.0
0.0 0.0 0.0
0.0 0.0 0.0
0.0 0.0 0.0
0.0 0.0 0.0
0.0 0.0 0.0
0.1 0.0 0.0
-0.9 0.4 0.0
0.0 0.0 0.0
-0.1 0.0 0.1
-0.5 0.2 0.2
-1.0 0.1 0.7
-1.5 0.2 0.3
0.1 0.1 0.3
-0.1 0.4 0.7
-0.1 0.6 -0.3
0.0 0.0 0.0
0.0 0.0 0.0
-0.1 0.0 -0.2
-0.1 0.0 0.0
-0.1 -0.1 0.0
0.3 0.0 0.0
1.0 -0.4 -0.8
1.6 -0.5 -0.6
0.3 0.2 -0.2
-0.2 0.1 -0.1
0.4 0.1 0.0
0.0 0.0 0.0
0.0 0.0 0.0
0.1 -0.1 -0.1
0.2 -0.1 0.1
1.0 -0.3 -0.2
0.0 0.0 -0.1

Results
* energy above the lowest of the compared OMol25 structures with the same formula, charge and spin: 2.480 eV
* energy: -216211.7746 eV
* spin multiplicity: 3
* total charge: -2
* HOMO-LUMO gap (spin up / spin down): 3.70 / 5.90 eV

***

> Number 2 is which compound?

C34H45BrClF9N4O5SSi2TeTi

***

> Among the records above, which one has the lowest energy?

C34H45Br4CaN2O7PS2

***

> The highest energy above the lowest of the compared OMol25 structures with the same formula, charge and spin belongs to which entry?

C34H45BrClF9N4O5SSi2TeTi

***

> Number 1 is which compound?

C34H45Br4CaN2O7PS2